3 unconnected molecules or ions with the total composition C25H55F4N5O7S at a distorted geometry. Source: OMol25; level of theory: ωB97M-V with the def2-TZVPD basis set.

```
97
C25H55F4N5O7S, DFT ωB97M-V with the def2-TZVPD basis set
C 4.163 -0.993 -0.894
C 4.465 0.477 -1.198
N 3.426 1.081 -2.038
C 2.108 1.188 -1.343
C 1.139 0.148 -1.906
C -0.348 0.282 -1.531
O -0.657 1.674 -1.587
C -2.027 2.061 -1.572
N -2.050 3.439 -1.123
C -1.190 -0.503 -2.578
C -0.743 -1.940 -2.832
O -0.848 -2.717 -1.670
C -0.213 -3.973 -1.802
N -1.083 0.186 -3.881
S -2.520 0.382 -4.756
C -0.624 -0.218 -0.068
F -1.857 -0.794 0.023
F 0.288 -1.130 0.329
C -0.671 0.880 1.019
F 0.450 1.632 1.036
F -0.764 0.265 2.225
C 3.832 2.302 -2.607
C 2.867 2.895 -3.617
O 4.905 2.820 -2.360
H 3.548 -1.113 0.004
H 5.096 -1.534 -0.711
H 3.654 -1.474 -1.733
H 5.418 0.561 -1.721
H 4.582 1.035 -0.259
H 1.708 2.190 -1.474
H 2.297 1.005 -0.285
H 1.493 -0.842 -1.609
H 1.221 0.181 -2.998
H -2.603 1.375 -0.936
H -2.444 2.047 -2.586
H -3.019 3.740 -1.142
H -1.772 3.492 -0.148
H -2.243 -0.533 -2.284
H -1.394 -2.341 -3.626
H 0.281 -1.952 -3.235
H -0.733 -4.594 -2.544
H 0.837 -3.853 -2.097
H -0.232 -4.456 -0.824
H -0.580 1.059 -3.817
H -2.240 -0.433 -5.784
H -1.557 1.508 0.908
H 3.425 3.599 -4.235
H 2.060 3.426 -3.106
H 2.448 2.112 -4.251
C 3.498 -4.852 -1.512
O 2.607 -5.607 -0.717
C 2.749 -7.017 -0.844
C 3.291 -7.621 0.432
N 4.673 -7.224 0.654
C 5.215 -7.594 1.957
C 4.582 -6.973 3.196
O 4.790 -5.580 3.315
C 3.854 -4.758 2.646
H 3.195 -3.809 -1.433
H 4.535 -4.939 -1.173
H 3.448 -5.155 -2.563
H 3.395 -7.262 -1.693
H 1.757 -7.435 -1.039
H 3.244 -8.711 0.355
H 2.621 -7.317 1.249
H 4.749 -6.221 0.542
H 6.274 -7.326 1.959
H 5.163 -8.683 2.053
H 5.063 -7.423 4.068
H 3.511 -7.201 3.272
H 2.862 -5.218 2.619
H 4.163 -4.525 1.623
H 3.787 -3.821 3.199
C -7.125 7.921 2.426
O -5.720 7.907 2.569
C -5.260 7.579 3.874
C -4.543 6.248 3.876
N -5.469 5.153 3.626
C -4.843 3.854 3.418
C -3.929 3.685 2.211
O -4.594 3.746 0.961
C -4.793 5.048 0.438
H -7.344 8.315 1.435
H -7.563 6.920 2.511
H -7.594 8.570 3.172
H -6.094 7.567 4.582
H -4.559 8.358 4.185
H -4.076 6.099 4.854
H -3.738 6.306 3.129
H -6.036 5.380 2.819
H -5.640 3.112 3.334
H -4.269 3.602 4.316
H -3.498 2.681 2.271
H -3.091 4.394 2.224
H -3.991 5.730 0.732
H -5.752 5.473 0.744
H -4.802 4.970 -0.650
```

Calculated values
largest force on an atom	1.0	eV Å⁻¹

4 unconnected molecules or ions with the total composition C25H56BrN3O at a distorted geometry. Source: OMol25; level of theory: ωB97M-V with the def2-TZVPD basis set.

```
86
C25H56BrN3O, DFT ωB97M-V with the def2-TZVPD basis set
Br 0.208 -3.821 4.755
C -0.988 -9.602 1.000
C -1.135 -8.800 -0.248
O -1.638 -9.282 -1.304
N -0.519 -7.355 -0.273
H -0.378 -6.830 0.579
H 0.433 -7.333 -0.608
C -1.303 -6.444 -1.271
H -0.001 -10.033 1.170
H -1.709 -10.418 0.947
H -1.265 -8.886 1.774
H -2.369 -6.513 -1.057
H -1.118 -6.812 -2.280
H -0.874 -5.447 -1.171
C -8.639 4.600 -0.808
C -9.231 3.908 0.438
C -8.199 3.489 1.512
C -8.811 2.667 2.711
N -7.695 2.415 3.841
C -6.540 1.534 3.316
C -7.039 0.086 3.239
C -8.212 0.017 4.278
C -8.343 1.458 4.825
C -7.269 3.789 4.570
C -8.291 4.435 5.554
C -9.308 5.447 4.974
H -8.052 5.496 -0.609
H -9.283 4.981 -1.600
H -7.933 3.983 -1.363
H -9.745 2.987 0.162
H -10.063 4.450 0.889
H -7.687 4.393 1.841
H -7.344 2.935 1.125
H -9.183 1.692 2.396
H -9.607 3.193 3.239
H -5.766 1.596 4.081
H -5.983 1.817 2.422
H -6.196 -0.586 3.404
H -7.530 -0.005 2.270
H -7.998 -0.557 5.179
H -9.123 -0.360 3.814
H -7.815 1.406 5.777
H -9.355 1.779 5.073
H -6.878 4.514 3.857
H -6.458 3.413 5.193
H -7.618 4.951 6.239
H -8.841 3.675 6.110
H -8.730 6.125 4.347
H -9.726 6.060 5.773
H -10.155 4.966 4.485
C 6.410 -0.025 0.013
C 5.756 0.043 -1.387
C 6.688 0.386 -2.570
C 7.855 -0.563 -2.843
N 8.864 -0.055 -3.927
C 8.187 0.253 -5.334
C 7.824 -1.116 -5.969
C 8.815 -2.125 -5.433
C 9.719 -1.260 -4.479
C 9.804 1.103 -3.562
C 10.720 0.909 -2.343
C 11.761 2.099 -2.079
H 5.650 -0.271 0.755
H 6.755 0.975 0.277
H 7.268 -0.669 0.206
H 4.825 0.611 -1.399
H 5.231 -0.873 -1.658
H 6.968 1.439 -2.574
H 6.124 0.291 -3.498
H 7.392 -1.488 -3.188
H 8.445 -0.829 -1.966
H 8.947 0.713 -5.965
H 7.386 0.967 -5.144
H 7.921 -1.021 -7.050
H 6.765 -1.365 -5.889
H 9.422 -2.638 -6.178
H 8.424 -3.013 -4.937
H 10.574 -0.911 -5.058
H 10.118 -1.859 -3.661
H 9.090 1.912 -3.410
H 10.335 1.343 -4.483
H 11.225 -0.023 -2.595
H 10.107 0.874 -1.442
H 11.216 2.882 -1.552
H 12.318 2.457 -2.945
H 12.395 1.672 -1.303
```

Calculated values
largest force on an atom	6.5	eV Å⁻¹
net charge	+2
relative energy (zero: lowest compared OMol25 entry of this formula, charge and spin)	28.9	kcal/mol

E across the listed records, respectively: -70301.4923; -103375.9302 eV.
Orbital gap across the listed records, respectively: 9.31; 3.61 eV.